<i>
Here is 2 unconnected molecules or ions with the total composition C4H12NO from OMol25. Energies are from ωB97M-V/def2-TZVPD.

Output
⟨S²⟩: 0.7534
HOMO (alpha / beta), eV: -5.576 / -9.672
Multiplicity: 2
Lowest unoccupied orbital energy (alpha / beta), eV: 0.73 / 0.72

Last column: Löwdin charge in e.
Atoms and positions in Å:
C1 -0.89 -2.06 -0.19  -0.126
C2 -1.11 -0.65 -0.72  -0.237
C3 -0.13 0.40 -0.17  -0.230
C4 -0.10 2.83 0.24  -0.079
N1 -0.78 1.64 0.22  -0.119
H1 -1.46 -2.74 -0.83  0.068
H2 -1.27 -2.25 0.82  0.072
H3 0.11 -2.46 -0.32  0.063
H4 -2.15 -0.35 -0.57  0.102
H5 -0.97 -0.76 -1.79  0.100
H6 0.63 0.59 -0.89  0.106
H7 0.34 -0.01 0.73  0.100
H8 0.86 3.08 -0.17  0.031
H9 -0.54 3.67 0.75  0.023
H10 -1.64 1.60 0.72  0.114
H11 3.68 -0.62 1.10  0.038
H12 2.62 -1.39 0.35  0.031
O1 2.80 -0.52 0.72  -0.057

<ii>
Here is 2 unconnected molecules or ions with the total composition C4H12NO from OMol25. Energies are from ωB97M-V/def2-TZVPD.

Output
⟨S²⟩: 0.7538
HOMO (alpha / beta), eV: -9.990 / -9.982
Multiplicity: 2
Lowest unoccupied orbital energy (alpha / beta), eV: 0.92 / -1.18

Last column: Löwdin charge in e.
Atoms and positions in Å:
O1 0.79 -1.08 -0.91  -0.104
C1 1.94 -0.96 -0.06  -0.235
C2 2.26 0.56 0.16  -0.253
N1 0.99 1.24 0.09  0.104
C3 -2.12 0.34 0.75  -0.169
C4 -2.33 -0.45 -0.55  -0.173
H1 0.44 -0.18 -0.84  0.007
H2 2.78 -1.48 -0.53  0.105
H3 1.73 -1.42 0.91  0.107
H4 2.96 0.89 -0.61  0.115
H5 2.74 0.70 1.13  0.121
H6 -2.48 -0.24 1.60  0.060
H7 1.14 2.23 -0.12  0.070
H8 -1.06 0.55 0.91  0.016
H9 -2.68 1.27 0.71  0.059
H10 -3.38 -0.61 -0.78  0.059
H11 -1.85 -1.43 -0.48  0.055
H12 -1.86 0.07 -1.39  0.058

Stability ranking, top and bottom: <i> is the most stable and <ii> is the least stable.

<i>
Here is 2 unconnected molecules or ions with the total composition CH4ClN2O from OMol25. Energies are from ωB97M-V/def2-TZVPD.

Output
Charge: +1
HOMO (alpha / beta), eV: -16.017 / -16.017
Lowest unoccupied orbital energy (alpha / beta), eV: -6.73 / -6.73

Last column: Löwdin charge in e.
Atoms and positions in Å:
C1 0.03 0.85 1.18  0.242
N1 -0.02 -1.12 -1.09  -0.338
N2 -0.40 0.04 -0.85  -0.222
O1 -1.11 0.65 -1.52  0.163
Cl1 1.04 -2.01 -0.05  0.756
H1 0.83 1.61 0.93  0.077
H2 0.23 -0.10 1.75  0.041
H3 -0.78 1.49 1.73  0.108
H4 0.18 -1.42 -2.08  0.174

<ii>
Here is 2 unconnected molecules or ions with the total composition CH4ClN2O from OMol25. Energies are from ωB97M-V/def2-TZVPD.

Output
Charge: +1
HOMO (alpha / beta), eV: -15.163 / -13.752
Lowest unoccupied orbital energy (alpha / beta), eV: -5.36 / -7.35

Last column: Löwdin charge in e.
Atoms and positions in Å:
C1 -1.06 -0.19 0.20  -0.537
N1 -1.23 -1.05 -0.72  0.099
N2 1.67 0.35 0.13  0.134
O1 1.91 1.46 0.75  0.067
Cl1 -2.32 0.39 1.14  0.802
H1 -0.52 -1.33 -1.45  0.177
H2 -2.09 -1.52 -0.77  0.106
H3 1.19 0.54 -0.74  0.052
H4 2.46 1.33 1.46  0.100

Stability ranking, top and bottom: <ii> is the most stable and <i> is the least stable.